P.
{
  "formula": "C9H11NO2",
  "method": "ωB97M-V with the def2-TZVPD basis set",
  "spin_multiplicity": 1,
  "charge": 0,
  "homo_ev": [-7.0, -7.0],
  "gap_ha": [0.2381, 0.2384],
  "molar_mass_da": 165.2,
  "elements": ["C", "C", "C", "C", "C", "C", "C", "C", "C", "N", "O", "O", "H", "H", "H", "H", "H", "H", "H", "H", "H", "H", "H"],
  "positions_angstrom": [[2.4145, 0.4096, -1.9728], [1.3036, -0.4906, -1.8714], [2.6398, 1.3566, -1.0271], [0.3275, -0.2728, -0.9248], [0.5411, 0.8300, -0.2136], [-0.8631, -1.1929, -0.8408], [-2.0182, -0.7184, 0.0389], [-1.6948, -0.0190, 1.3204], [-0.7517, -0.5963, 2.4613], [1.5674, 1.6856, -0.1945], [1.8515, 2.3516, 0.8487], [-2.3455, 1.1291, 1.5474], [3.0344, 0.2791, -2.9069], [1.0768, -1.1740, -2.6914], [3.4930, 2.0839, -1.0361], [-1.2813, -1.3701, -1.8060], [-0.4725, -2.2496, -0.5116], [-2.5559, 0.0237, -0.5046], [-2.6393, -1.5707, 0.1869], [-0.0676, -1.2355, 1.8715], [-1.1917, -1.3208, 3.2017], [-0.2954, 0.3426, 2.8123], [-2.0728, 1.7188, 2.2125]]
}

Q.
{
  "formula": "C9H11NO2",
  "method": "ωB97M-V with the def2-TZVPD basis set",
  "spin_multiplicity": 1,
  "charge": 0,
  "homo_ev": -8.6,
  "gap_ha": 0.3410,
  "molar_mass_da": 165.2,
  "elements": ["H", "N", "C", "O", "C", "C", "C", "C", "C", "C", "C", "C", "O", "H", "H", "H", "H", "H", "H", "H", "H", "H", "H"],
  "positions_angstrom": [[-0.5375, 2.6826, 0.3126], [-1.1203, 1.9583, 0.0582], [-0.5688, 0.8099, -0.2584], [-1.3522, -0.1115, -0.7460], [-2.7414, -0.0503, -0.6007], [-3.5489, -0.5325, 0.7342], [0.8590, 0.4544, -0.0495], [1.8513, 1.3825, 0.0939], [3.1539, 1.0362, 0.0483], [3.5581, -0.3578, 0.0398], [2.5480, -1.3335, -0.0941], [1.1795, -0.8612, -0.0715], [0.2504, -1.7992, -0.0450], [-3.1326, -0.5961, -1.4809], [-2.7447, 1.0187, -0.9481], [-4.6710, -0.2447, 0.5861], [-3.5331, -1.5639, 0.6500], [-3.1421, -0.4415, 1.7255], [1.6774, 2.5013, 0.2242], [4.0512, 1.7169, -0.0623], [4.4971, -0.6868, -0.1471], [2.8500, -2.3692, -0.2295], [0.6167, -2.6125, 0.2603]]
}

The most stable arrangement is Q, and the next structure is 101.9 kcal/mol less stable.

P.
{
  "formula": "C3H6N",
  "method": "ωB97M-V with the def2-TZVPD basis set",
  "spin_multiplicity": 1,
  "charge": 1,
  "homo_ev": [-15.5, -15.5],
  "gap_ha": [0.3050, 0.3050],
  "molar_mass_da": 56.1,
  "elements": ["C", "C", "C", "N", "H", "H", "H", "H", "H", "H"],
  "positions_angstrom": [[0.4925, 2.1373, -0.2673], [-0.1266, -0.4501, 0.4821], [-0.5241, -1.6568, -0.0387], [0.9367, 0.9790, -0.3840], [-0.3945, 2.5833, 0.2866], [1.0770, 2.8582, -0.7804], [-0.0002, -0.3886, 1.5509], [-1.2715, -2.2312, 0.5192], [-0.5766, -1.5288, -1.1606], [0.3873, -2.3023, -0.2077]]
}

Q.
{
  "formula": "C3H6N",
  "method": "ωB97M-V with the def2-TZVPD basis set",
  "spin_multiplicity": 1,
  "charge": 1,
  "homo_ev": -16.5,
  "gap_ha": 0.4760,
  "molar_mass_da": 56.1,
  "elements": ["C", "C", "C", "N", "H", "H", "H", "H", "H", "H"],
  "positions_angstrom": [[-1.1145, 0.0908, 0.3195], [-0.0466, 0.6973, -0.5812], [-0.0642, -0.7461, -0.2923], [1.1141, 0.0896, 0.3286], [-0.8750, 0.1305, 1.3995], [-2.1385, -0.0241, 0.0359], [0.0395, 1.4438, -1.3667], [0.1577, -1.9872, -0.8531], [2.1190, 0.1006, 0.0618], [1.1299, 0.2634, 1.3821]]
}

The most stable arrangement is Q, and the next structure is 42.7 kcal/mol less stable.

P.
{
  "formula": "C20H25NO3",
  "method": "ωB97M-V with the def2-TZVPD basis set",
  "spin_multiplicity": 1,
  "charge": 0,
  "homo_ev": -8.6,
  "gap_ha": 0.3412,
  "molar_mass_da": 327.4,
  "elements": ["C", "C", "O", "C", "O", "C", "C", "C", "C", "C", "C", "C", "C", "C", "N", "C", "C", "C", "C", "C", "C", "O", "C", "C", "H", "H", "H", "H", "H", "H", "H", "H", "H", "H", "H", "H", "H", "H", "H", "H", "H", "H", "H", "H", "H", "H", "H", "H", "H"],
  "positions_angstrom": [[-4.0682, -6.5792, -3.9821], [-3.3656, -6.6571, -2.6364], [-2.1379, -5.8832, -2.7055], [-1.2716, -6.0171, -1.6454], [-1.4839, -6.7534, -0.6773], [0.0080, -5.1835, -1.5922], [-0.2017, -3.7766, -0.9709], [-0.7967, -2.8045, -1.7409], [-0.9826, -1.4960, -1.2509], [-0.5055, -1.1143, 0.0230], [-0.4991, 0.2640, 0.3985], [-0.4213, 1.4252, 0.7937], [-0.0842, 2.7932, 1.3078], [0.8692, 2.8216, 2.5178], [1.8995, 3.9033, 2.3819], [2.8291, 3.5888, 1.2998], [2.0291, 3.4350, 0.0216], [0.5395, 3.7476, 0.2321], [0.5360, 5.2118, 0.8134], [1.1889, 5.2130, 2.2365], [2.1539, 6.3678, 2.4718], [2.7999, 6.1380, 3.7177], [0.0837, -2.0703, 0.7911], [0.2855, -3.3827, 0.2957], [-3.4037, -7.0495, -4.6859], [-5.0703, -7.1024, -3.9851], [-4.2397, -5.5249, -4.2607], [-3.1937, -7.7444, -2.3814], [-4.0025, -6.2499, -1.8696], [0.3896, -5.0793, -2.6229], [0.7627, -5.7247, -1.0020], [-1.1750, -3.0427, -2.7383], [-1.4526, -0.7487, -1.9027], [-1.0633, 3.1746, 1.6912], [1.4364, 1.8817, 2.6275], [0.2684, 2.9586, 3.4336], [3.5843, 4.3696, 1.2186], [3.3755, 2.6378, 1.5448], [2.1188, 2.4055, -0.3487], [2.4282, 4.1037, -0.7556], [-0.0050, 3.6978, -0.7239], [-0.4592, 5.6237, 0.9457], [1.0825, 5.8338, 0.0935], [0.3608, 5.2951, 2.9424], [2.8764, 6.4411, 1.6722], [1.6236, 7.3147, 2.5391], [3.0614, 5.2339, 3.7741], [0.5028, -1.7755, 1.7409], [0.7894, -4.1211, 0.9518]]
}

Q.
{
  "formula": "C20H25NO3",
  "method": "ωB97M-V with the def2-TZVPD basis set",
  "spin_multiplicity": 1,
  "charge": 0,
  "homo_ev": -8.8,
  "gap_ha": 0.3455,
  "molar_mass_da": 327.4,
  "elements": ["C", "O", "C", "C", "C", "C", "C", "O", "C", "C", "C", "C", "N", "C", "O", "C", "C", "C", "C", "C", "C", "C", "C", "C", "H", "H", "H", "H", "H", "H", "H", "H", "H", "H", "H", "H", "H", "H", "H", "H", "H", "H", "H", "H", "H", "H", "H", "H", "H"],
  "positions_angstrom": [[7.0174, -1.3492, 0.2308], [6.2072, -0.5993, 1.1049], [5.0182, -0.1297, 0.6560], [4.2782, 0.6326, 1.5636], [3.0553, 1.1408, 1.1992], [2.5239, 0.9286, -0.0774], [1.2130, 1.4986, -0.4612], [0.9643, 1.8528, -1.5936], [0.1678, 1.5932, 0.6526], [-0.0871, 0.2073, 1.2599], [-0.5866, -0.7587, 0.1814], [-1.5822, -0.0359, -0.7470], [-2.1298, 1.1169, -0.0798], [-3.3492, 1.1882, 0.4971], [-3.7279, 2.1723, 1.1107], [-4.2406, 0.0092, 0.3161], [-4.1894, -1.1564, 0.9467], [-5.3593, -2.0337, 0.6139], [-6.0161, -1.3175, -0.5783], [-5.4784, 0.1220, -0.5352], [-1.1624, 2.1714, 0.1375], [3.2749, 0.1815, -0.9996], [2.7907, -0.0791, -2.3909], [4.5003, -0.3463, -0.6150], [7.9092, -1.6026, 0.8015], [6.5191, -2.2700, -0.0883], [7.3049, -0.7654, -0.6491], [4.6894, 0.8107, 2.5441], [2.5184, 1.7444, 1.9138], [0.5649, 2.2598, 1.4224], [0.8189, -0.1860, 1.7220], [-0.8475, 0.3127, 2.0369], [0.2562, -1.1307, -0.4036], [-1.0649, -1.6154, 0.6579], [-2.3881, -0.7026, -1.0541], [-1.0652, 0.3238, -1.6424], [-3.4383, -1.4641, 1.6542], [-6.0356, -2.0871, 1.4716], [-5.0543, -3.0533, 0.3719], [-5.7082, -1.7959, -1.5092], [-7.1026, -1.3491, -0.5281], [-6.1797, 0.8078, -0.0541], [-5.2577, 0.5181, -1.5275], [-1.6025, 2.8634, 0.8578], [-0.9845, 2.7015, -0.8060], [2.8556, 0.8343, -2.9799], [3.3902, -0.8495, -2.8703], [1.7470, -0.3857, -2.3976], [5.0530, -0.9284, -1.3363]]
}

The most stable arrangement is Q, and the next structure is 48.3 kcal/mol less stable.

P.
{
  "formula": "C5H15N2",
  "method": "ωB97M-V with the def2-TZVPD basis set",
  "spin_multiplicity": 2,
  "charge": 2,
  "homo_ev": [-20.0, -20.0],
  "gap_ha": [0.4849, 0.3103],
  "s_squared": 0.754,
  "molar_mass_da": 103.2,
  "elements": ["C", "C", "C", "C", "N", "C", "N", "H", "H", "H", "H", "H", "H", "H", "H", "H", "H", "H", "H", "H", "H", "H"],
  "positions_angstrom": [[1.7798, 0.3071, -0.6913], [0.9367, -0.9699, -0.7388], [0.0166, -1.2994, 0.4363], [-1.0917, -0.0942, 0.6688], [-2.1578, -0.0237, -0.3152], [-2.9808, 1.1854, -0.0904], [2.6137, 0.2725, 0.5039], [1.2447, 1.2931, -0.7281], [2.4446, 0.3016, -1.5035], [0.3317, -0.8150, -1.6567], [1.7167, -1.8220, -1.0058], [0.6656, -1.5009, 1.3751], [-0.4995, -2.2381, 0.3312], [-0.4902, 0.8820, 0.8560], [-1.4872, -0.2693, 1.6953], [-1.8645, -0.0881, -1.2935], [-4.0152, 0.8740, -0.4620], [-2.5609, 1.9672, -0.8052], [-2.9636, 1.5605, 0.9780], [2.6805, 1.1226, 1.0297], [3.5241, -0.1570, 0.2917], [2.1567, -0.4883, 1.1247]]
}

Q.
{
  "formula": "C5H15N2",
  "method": "ωB97M-V with the def2-TZVPD basis set",
  "spin_multiplicity": 2,
  "charge": 2,
  "homo_ev": [-18.2, -18.2],
  "gap_ha": [0.3995, 0.2576],
  "s_squared": 0.754,
  "molar_mass_da": 103.2,
  "elements": ["C", "C", "C", "N", "H", "H", "H", "H", "H", "H", "H", "H", "C", "N", "C", "H", "H", "H", "H", "H", "H", "H"],
  "positions_angstrom": [[-2.3178, 0.3306, -1.8121], [-2.2607, 0.1870, -0.3318], [-1.7821, -0.8660, 0.3060], [-1.6574, -0.8540, 1.7930], [-2.0135, -0.5737, -2.3366], [-3.3288, 0.5844, -2.1240], [-1.6468, 1.1329, -2.1258], [-2.5836, 1.0544, 0.2426], [-1.4155, -1.7871, -0.1224], [-2.2365, -0.1153, 2.2077], [-1.9938, -1.7283, 2.2140], [-0.7085, -0.7151, 2.1408], [2.7606, -0.0444, -1.2088], [2.0853, 0.6660, -0.1508], [2.7377, 0.6393, 1.1438], [3.7952, 0.2947, -1.2604], [2.8180, -1.0965, -0.8875], [2.2883, 0.0660, -2.1776], [1.0891, 0.4501, -0.0825], [2.7674, -0.3993, 1.4997], [2.1544, 1.1913, 1.8784], [3.7477, 1.0332, 1.0512]]
}

The most stable arrangement is Q, and the next structure is 11.8 kcal/mol less stable.